1.
Computed, not measured: 3 unconnected molecules or ions with the total composition C15H32B3NO8S at a distorted geometry, with ωB97M-V/def2-TZVPD.

The geometry in XYZ format:
```
60
Properties=species:S:1:pos:R:3:forces:R:3
C -2.48180 -0.48953 3.45438 -0.98 0.18 0.24
C -3.37763 -1.68039 2.99113 -1.11 -0.22 -0.14
C -4.92847 -1.44976 3.10308 1.00 -0.35 1.56
N -2.96894 -2.82788 2.57121 0.38 1.85 -1.83
B -1.74984 -2.72889 1.75496 0.20 -0.15 1.64
O -0.48985 -2.63267 2.46105 0.06 -1.05 -2.52
B 0.55222 -3.27435 1.75297 -1.20 -0.16 0.65
O 0.23180 -4.00127 0.57801 0.12 2.51 0.06
B -0.54812 -3.10044 -0.23199 -0.77 -0.75 0.15
C 0.00774 -2.59312 -1.64630 0.65 -0.47 0.02
C 0.38703 -1.05492 -1.66862 -0.50 -0.15 -0.23
C -0.09356 -0.25183 -0.41761 -0.16 1.34 -0.49
C 0.24429 1.29089 -0.63779 0.55 -0.85 -0.19
S -1.02227 2.39649 0.07589 -1.63 1.22 4.71
O -1.73322 1.70187 1.19759 1.37 0.37 -3.03
O -0.47187 3.67389 0.58961 -0.82 -2.21 -2.94
O -2.20367 2.66585 -1.07379 1.97 -0.24 0.73
O -1.78797 -2.68506 0.33391 1.78 -0.47 1.09
H -1.90741 -0.82792 4.34995 -0.12 0.19 -0.93
H -3.14998 0.33578 3.81627 0.55 -0.66 -0.40
H -1.84516 -0.04612 2.65730 -0.25 -0.56 0.59
H -5.21052 -0.46552 2.67046 0.18 -0.73 0.18
H -5.50407 -2.31025 2.70664 0.53 0.68 -0.05
H -5.13820 -1.41635 4.20928 -0.07 0.24 -0.89
H 1.65074 -3.15303 2.19462 0.01 -0.30 -0.17
H 0.95455 -3.16697 -1.83247 -0.86 0.37 0.14
H -0.65513 -2.84648 -2.51056 0.28 0.31 0.81
H -0.08738 -0.62258 -2.58440 0.44 -0.19 0.84
H 1.49082 -0.97584 -1.84110 -0.91 0.16 0.39
H 0.40927 -0.53078 0.53649 -0.49 -0.08 -0.63
H -1.20139 -0.29971 -0.27830 0.92 -0.45 -0.09
H 0.38526 1.49291 -1.72923 -0.25 0.18 0.97
H 1.19296 1.49487 -0.07848 -0.93 0.39 -0.46
H -2.63815 1.80797 -1.21816 -0.05 0.11 0.14
C 2.45829 3.38268 4.52955 0.15 0.28 -0.06
C 0.96544 3.12341 4.62624 -0.11 -0.22 0.25
C 0.66811 2.49815 3.27560 -0.05 0.09 -0.06
O 1.85962 1.79887 2.87330 0.05 0.10 0.11
C 2.93742 2.17856 3.73724 0.00 -0.28 -0.01
H 2.95175 3.47730 5.49736 0.00 -0.03 -0.04
H 2.63962 4.30009 3.96189 0.02 -0.04 0.04
H 0.76486 2.40320 5.42566 -0.01 0.05 -0.01
H 0.37458 4.01894 4.81889 0.02 -0.03 -0.05
H 0.45752 3.25702 2.52531 -0.08 0.03 0.10
H -0.17038 1.80185 3.31026 0.08 -0.04 -0.08
H 3.15575 1.33110 4.39670 0.08 0.05 0.04
H 3.82667 2.39291 3.14115 -0.06 -0.05 -0.05
C 1.89686 0.31046 -6.55522 0.25 0.23 0.05
C 2.00606 -1.18264 -6.80067 -0.14 -0.18 -0.24
C 1.77380 -1.74726 -5.41082 0.11 -0.07 0.24
O 0.90070 -0.83207 -4.73408 0.14 0.07 -0.33
C 0.80629 0.37610 -5.50150 -0.29 -0.05 0.03
H 1.65871 0.88692 -7.44906 -0.02 -0.02 0.04
H 2.83742 0.68919 -6.14471 -0.05 0.02 -0.03
H 1.20807 -1.50736 -7.47459 0.05 -0.02 0.02
H 2.95982 -1.48934 -7.22992 -0.03 0.00 0.04
H 2.70878 -1.80394 -4.84291 0.03 -0.07 -0.05
H 1.31894 -2.73920 -5.43061 -0.05 0.06 0.09
H -0.18779 0.40700 -5.96039 0.02 0.09 -0.03
H 0.91101 1.23918 -4.84063 -0.02 -0.07 0.06
```
Positions in Å, forces in eV/Å.

Calculated values
Total charge: 0
HOMO level: -0.327 hartree
SMILES string: CC(C)=NB1OBOB(CCCCS(=O)(=O)O)O1.C1CCOC1.C1CCOC1
DFT total energy: -46813.3243 eV
Spin multiplicity: 1
Gap between HOMO and LUMO: 9.1 eV

Here are the Löwdin charges for atoms 1 to 4, given in e:
1 C -0.029
2 C -0.334
3 C -0.044
4 N 0.228

=====

2.
Computed, not measured: a gas-phase ion, C4H8NS (charge +1) at a distorted geometry, with ωB97M-V/def2-TZVPD.

The geometry in XYZ format:
```
14
Properties=species:S:1:pos:R:3:forces:R:3
C -2.11538 0.28924 0.04094 9.19 3.07 -0.49
C -0.85647 0.70732 -0.04475 -9.33 -2.99 0.59
C 2.88958 -0.19097 -0.41824 -0.03 0.05 -0.06
C 1.68706 -0.02992 0.48562 0.01 0.08 0.09
N -3.45804 -0.11705 0.00137 -0.03 -0.09 0.05
S 0.64467 1.37926 -0.11300 0.39 -0.02 0.00
H 2.58472 -0.42776 -1.43415 0.01 -0.02 -0.08
H 3.48831 0.71698 -0.43673 0.08 0.03 -0.03
H 3.51193 -1.00175 -0.04610 0.06 -0.03 0.04
H 1.98011 0.21973 1.50566 -0.11 -0.05 -0.05
H 1.05541 -0.91376 0.48835 -0.01 0.01 0.05
H -3.57239 -0.99740 -0.52896 -0.12 0.23 0.13
H -4.01585 0.61965 -0.45936 -0.05 -0.25 0.10
H -3.82366 -0.25357 0.95935 -0.08 -0.01 -0.33
```
Positions in Å, forces in eV/Å.

Calculated values
Total charge: +1
HOMO level: -0.469 hartree
SMILES string: CCSC#C[NH3+]
DFT total energy: -16592.8883 eV
Spin multiplicity: 1
Gap between HOMO and LUMO: 8.7 eV

Here are the Löwdin charges for atoms 1 to 4, given in e:
1 C -0.085
2 C -0.429
3 C -0.156
4 C -0.463

=====

3.
Computed, not measured: a molecular structure, C34H72BN9O4RbSSi2Te at a distorted geometry, with ωB97M-V/def2-TZVPD.

The geometry in XYZ format:
```
125
Properties=species:S:1:pos:R:3:forces:R:3
Rb -0.11280 0.53661 0.42054 0.37 0.24 0.25
C 2.65101 -3.08201 -1.47195 -0.18 -0.16 -0.04
C 1.78757 -4.31893 -1.25805 0.20 0.07 0.10
C 2.65422 -5.58283 -1.28893 -0.09 0.06 -0.07
C 1.01899 -4.25285 0.03489 -0.13 -0.09 0.10
C 0.15032 -5.24165 0.53446 -0.05 0.03 -0.04
C -0.30434 -4.72219 1.72330 0.05 -0.02 -0.06
N 0.25968 -3.51176 1.90510 -0.11 -0.22 0.07
N 1.07659 -3.21675 0.87511 0.10 0.13 -0.22
B -0.01657 -2.62018 3.16474 0.09 0.25 -0.21
N -1.34213 -1.81263 2.99391 -0.14 -0.23 -0.01
C -2.55620 -2.39718 3.10528 -0.16 0.15 -0.01
C -3.51768 -1.41863 3.01591 0.01 -0.06 -0.07
C -2.79156 -0.21787 2.85845 -0.09 -0.38 0.14
N -1.48760 -0.47825 2.84372 0.08 0.33 -0.07
C -3.38717 1.16456 2.78410 0.11 0.11 -0.14
C -2.33187 2.25737 2.62107 -0.13 -0.32 0.16
C -4.43199 1.22829 1.66348 0.07 0.01 0.13
N 1.19528 -1.76717 3.52662 -0.01 -0.22 0.35
C 2.01977 -2.10254 4.54146 0.14 0.05 0.01
C 2.99814 -1.14357 4.63387 -0.02 -0.07 -0.06
C 2.68175 -0.22078 3.61314 0.13 -0.15 0.17
N 1.60008 -0.61735 2.95055 0.13 0.27 -0.38
C 3.38912 1.09024 3.40498 -0.20 0.17 -0.06
C 2.88644 2.09328 4.45426 0.08 -0.07 0.02
C 3.20648 1.68098 2.01432 0.08 -0.25 0.09
H 3.12776 -3.11165 -2.45438 0.01 0.03 0.00
H 3.42971 -3.04425 -0.71129 0.02 0.07 -0.01
H 2.06483 -2.16695 -1.38679 0.08 0.07 -0.01
H 1.05947 -4.38868 -2.07637 0.00 -0.01 0.01
H 3.38188 -5.55043 -0.47530 0.00 -0.01 0.01
H 3.19771 -5.65640 -2.23389 -0.01 -0.01 0.00
H 2.04795 -6.48075 -1.16659 0.04 -0.03 0.00
H -0.11857 -6.18350 0.08540 0.02 0.00 0.01
H -0.98700 -5.13926 2.44526 0.04 0.05 0.06
H -0.19232 -3.39492 4.07157 -0.06 -0.08 0.01
H -2.66595 -3.45782 3.26239 0.09 -0.01 0.01
H -4.58651 -1.54766 3.06019 0.00 0.00 0.02
H -3.90937 1.33647 3.73308 0.02 -0.05 0.01
H -1.92339 2.25506 1.61118 0.03 0.17 -0.02
H -1.51049 2.09623 3.31805 0.08 0.11 -0.07
H -2.75866 3.24337 2.80722 0.00 0.01 -0.07
H -3.95241 1.06314 0.69453 -0.04 0.01 -0.01
H -4.91485 2.20623 1.64501 -0.02 0.03 -0.01
H -5.20256 0.46833 1.80522 -0.02 0.00 -0.07
H 1.85693 -2.99417 5.12397 -0.08 0.01 -0.04
H 3.81223 -1.09723 5.33914 -0.01 0.03 0.02
H 4.45735 0.91401 3.58436 -0.02 0.00 0.01
H 1.81786 2.25966 4.30967 0.00 0.05 0.00
H 3.39761 3.05254 4.35114 -0.01 0.00 -0.02
H 3.04608 1.71761 5.46710 -0.02 0.01 0.01
H 2.16097 1.93231 1.84805 -0.06 0.20 -0.05
H 3.52572 0.99315 1.23365 0.00 0.16 0.03
H 3.79204 2.59637 1.91762 -0.08 0.05 -0.04
O 0.29473 3.22430 -1.58243 0.16 -0.03 0.03
H 0.44799 3.47496 -0.62085 0.01 -0.04 0.01
H 1.07077 2.72240 -1.85041 0.03 0.03 0.02
O -1.51068 -2.22973 -0.44242 -0.04 0.25 -0.10
H -1.65971 -2.29316 0.51188 -0.02 -0.11 -0.03
H -0.63504 -2.61346 -0.57420 0.06 -0.12 0.25
O 0.69592 4.59278 1.69371 0.00 -0.06 0.05
N 0.47905 3.53254 1.10260 -0.06 -0.16 -0.03
C 1.69092 0.15687 -4.03318 0.29 -0.20 -0.27
O 0.76196 0.61193 -3.03351 -0.33 -0.27 0.04
C -0.36274 0.00274 -2.77834 0.58 -0.17 -0.23
C -0.61016 -1.25323 -3.55683 0.00 -0.10 0.07
H 2.22820 -0.72036 -3.67233 -0.03 0.04 0.04
H 2.40045 0.96451 -4.18438 -0.04 0.03 0.06
H 1.17906 -0.07538 -4.96682 -0.04 0.08 0.04
H -0.79748 -1.03694 -4.61532 0.05 0.03 0.00
H -1.48189 -1.75626 -3.14342 0.00 0.01 0.00
H 0.25035 -1.93164 -3.50160 0.02 0.02 -0.02
C 6.17382 -1.51326 2.42924 -0.09 -0.05 -0.07
C 5.23079 -2.14731 1.40552 0.17 0.09 0.18
N 4.51075 -1.16984 0.61550 0.07 -0.05 -0.15
C 4.92441 -0.60329 -0.53389 0.06 -0.34 0.31
S 3.86702 0.35666 -1.39703 -0.10 0.22 -0.43
N 6.19574 -0.89159 -0.93324 -0.07 0.15 0.11
C 6.83114 -0.24135 -2.07032 -0.01 0.17 0.09
C 7.35911 1.15310 -1.74653 -0.07 -0.13 0.03
H 6.72744 -2.28993 2.95935 0.01 0.02 0.03
H 5.60066 -0.93335 3.15246 0.02 -0.04 -0.02
H 6.88798 -0.83984 1.95109 0.04 0.01 0.02
H 4.48740 -2.74805 1.92914 -0.05 -0.02 -0.05
H 5.78542 -2.81422 0.73767 -0.07 -0.05 -0.01
H 3.54749 -0.98380 0.85645 -0.03 -0.07 0.07
H 6.82617 -1.22927 -0.22332 -0.06 -0.06 0.00
H 6.08443 -0.17555 -2.85798 0.02 -0.06 -0.06
H 7.64494 -0.88882 -2.40272 -0.06 -0.04 -0.03
H 6.53555 1.78669 -1.42074 0.01 0.03 0.02
H 7.81419 1.60247 -2.63026 0.02 0.00 0.00
H 8.10897 1.10989 -0.95365 0.01 0.03 -0.01
C -4.47050 6.22016 -2.41163 0.10 -0.20 0.07
Si -3.76277 4.87978 -1.26174 -0.02 0.41 0.15
C -1.98921 5.28743 -0.81319 -0.25 -0.18 -0.21
C -4.79756 4.96725 0.32789 0.10 -0.16 -0.18
C -3.98003 3.22456 -2.13292 0.19 -0.13 0.15
Te -2.27552 1.79228 -2.24673 -1.22 0.92 -0.17
C -3.56969 0.61223 -3.54485 0.06 -0.21 0.39
Si -4.98354 -0.36573 -2.77661 -0.22 -0.27 0.06
C -6.52407 0.69671 -2.47030 0.27 0.06 -0.05
C -5.51500 -1.69445 -4.03181 0.12 0.17 0.10
C -4.44844 -1.23075 -1.18840 -0.02 0.08 -0.24
H -4.37445 7.21424 -1.96881 0.02 -0.01 0.02
H -5.53179 6.03983 -2.60317 0.00 -0.01 0.00
H -3.95573 6.23003 -3.37565 0.02 0.00 0.00
H -1.89399 6.27646 -0.36123 -0.07 0.02 0.02
H -1.34252 5.24742 -1.69200 0.04 -0.01 0.02
H -1.59288 4.55989 -0.09886 0.06 0.04 0.03
H -4.91883 6.00232 0.65614 0.06 0.03 -0.04
H -4.29676 4.42592 1.13267 -0.01 -0.03 0.02
H -5.79569 4.53992 0.20051 0.01 -0.01 -0.02
H -4.31592 3.40914 -3.15691 0.07 -0.02 -0.03
H -4.77215 2.66030 -1.63631 -0.02 0.06 0.01
H -2.90205 -0.06795 -4.07499 -0.07 -0.07 -0.06
H -3.95138 1.32395 -4.27868 0.06 0.03 -0.02
H -6.64282 1.45064 -3.25242 -0.01 -0.01 0.00
H -6.47347 1.22279 -1.51517 0.01 -0.01 0.01
H -7.42415 0.07798 -2.46398 0.03 -0.07 0.02
H -5.78603 -1.25519 -4.99526 0.00 0.02 0.00
H -6.37954 -2.25467 -3.66733 0.00 0.00 0.04
H -4.70662 -2.40934 -4.20650 0.01 0.01 0.00
H -3.50226 -0.81812 -0.83566 -0.03 0.00 0.04
H -4.28054 -2.29538 -1.36450 0.00 0.00 0.02
H -5.17882 -1.12886 -0.38397 -0.04 0.01 -0.03
```
Positions in Å, forces in eV/Å.

Calculated values
Total charge: -1
HOMO level (spin up / spin down): -0.081 / -0.082 hartree
DFT total energy: -93244.9237 eV
Spin multiplicity: 1
Gap between HOMO and LUMO (spin up / spin down): 4.0 / 4.0 eV

Here are the Löwdin charges for atoms 1 to 4, given in e:
1 Rb 0.552
2 C -0.089
3 C -0.373
4 C -0.070

=====

Q: The highest DFT total energy belongs to which entry?
A: C4H8NS

=====

Q: Among the records above, which one has the lowest total charge?
A: C34H72BN9O4RbSSi2Te

=====

Q: Which of these has the highest DFT total energy?
A: C4H8NS

=====

Q: Look up the DFT total energy of the first one.
A: -46813.3243 eV